Entry 1:
ORCA calculation (wB97M-V/def2-TZVPD) on an isolated ion of composition C16H33ClN2O6P3S and charge +1.

Results
Energy, Ha: -3072.65315
Total charge: +1
Highest occupied orbital energy, eV: -11.245
Kohn-Sham gap, eV: 8.16
Structure (SMILES): C=CC(=O)OCCCCCCN1C[C@@H](CCCS)[NH2+][C@@H](PP(=O)(O)O)[C@@H]1P(O)Cl

CARTESIAN COORDINATES (ANGSTROEM)
C 7.024 2.307 0.554
C 7.641 1.174 0.199
C 6.977 -0.142 0.098
O 7.533 -1.155 -0.242
O 5.636 -0.077 0.333
C 5.042 -1.298 0.790
C 4.181 -1.969 -0.283
C 2.805 -2.427 0.234
C 1.675 -1.516 -0.249
C 0.383 -1.621 0.601
C -0.808 -2.180 -0.164
N -1.498 -1.263 -1.107
C -1.055 0.115 -1.158
C -1.583 1.034 -0.048
C -1.384 2.555 -0.278
C -0.403 2.940 -1.388
C -0.102 4.454 -1.512
S -1.169 5.619 -0.630
N -3.074 0.793 0.105
C -3.470 -0.670 0.222
P -5.328 -0.844 0.338
P -5.787 -0.794 2.453
O -7.130 -1.329 2.652
O -4.635 -1.663 3.133
O -5.622 0.732 2.916
C -2.944 -1.329 -1.073
P -3.661 -3.081 -1.346
O -4.893 -2.759 -2.364
Cl -2.249 -3.799 -2.640
H 6.341 2.376 1.393
H 7.240 3.232 0.028
H 8.687 1.195 -0.082
H 4.417 -1.015 1.641
H 5.798 -1.982 1.168
H 4.728 -2.840 -0.646
H 4.083 -1.298 -1.137
H 2.812 -2.487 1.324
H 2.633 -3.436 -0.147
H 1.447 -1.728 -1.296
H 2.038 -0.484 -0.194
H 0.194 -0.663 1.085
H 0.583 -2.324 1.412
H -0.448 -3.037 -0.736
H -1.539 -2.601 0.539
H -1.443 0.527 -2.099
H 0.024 0.201 -1.236
H -1.164 0.787 0.925
H -2.350 3.028 -0.473
H -1.008 2.972 0.656
H 0.523 2.372 -1.294
H -0.836 2.628 -2.341
H -0.221 4.743 -2.554
H 0.939 4.650 -1.269
H -0.755 5.362 0.618
H -3.563 1.190 -0.699
H -3.395 1.271 0.950
H -2.992 -1.098 1.103
H -5.784 0.422 -0.090
H -4.988 -2.082 3.934
H -5.807 0.836 3.862
H -3.305 -0.695 -1.902
H -4.993 -1.828 -2.590

Forces on atoms 1 to 2 (eV/Å):
C 0.09 0.15 0.08
C -0.04 0.09 -0.03

The Mulliken scheme yields these atomic charges, measured in e:
1. C -0.5245
2. C -0.4502
3. C 0.6846
4. O -0.5497
5. O -0.3690
6. C -0.5461
7. C -0.8741
8. C -1.0273
9. C -0.6506
10. C -0.9196
11. C -0.7698
12. N 0.5758
13. C -1.8801
14. C 0.9689
15. C -1.0505
16. C -0.1360
17. C -0.9177
18. S -0.1924
19. N -0.3896
20. C -0.0084
21. P -0.0950
22. P 0.9400
23. O -0.5864
24. O -0.5032
25. O -0.4667
26. C -1.4288
27. P 0.3457
28. O -0.4296
29. Cl -0.2272
30. H 0.2536
31. H 0.2512
32. H 0.3884
33. H 0.3691
34. H 0.4531
35. H 0.4122
36. H 0.5091
37. H 0.5492
38. H 0.2685
39. H 0.5099
40. H 0.3422
41. H 0.0170
42. H 0.6384
43. H 0.4312
44. H 0.5180
45. H 0.3800
46. H 0.3673
47. H 0.2069
48. H 0.3805
49. H 0.4423
50. H 0.1451
51. H 0.2895
52. H 0.3735
53. H 0.3898
54. H 0.1302
55. H 0.6564
56. H 0.4323
57. H 0.5346
58. H 0.0962
59. H 0.3707
60. H 0.3263
61. H 0.6716
62. H 0.3733

Entry 2:
ORCA calculation (wB97M-V/def2-TZVPD) on C18H24MnN4O8P4S as an isolated structure.

Results
Energy, Ha: -4436.16361
Total charge: -2
Multiplicity: 2
Energy relative to the best compared isomer or geometry (same formula, charge and spin), kcal/mol: 30.76
Highest occupied orbital energy (spin up / spin down), eV: -2.211 / -1.720
Kohn-Sham gap (spin up / spin down), eV: 6.45 / 5.96

CARTESIAN COORDINATES (ANGSTROEM)
Mn -0.795 0.757 0.633
S -1.728 4.202 -2.075
C -1.312 2.889 -3.103
C -0.899 1.802 -2.393
C -0.888 1.972 -0.966
C -1.332 3.238 -0.680
C -1.474 3.667 0.689
C -2.065 4.865 1.102
C -2.142 5.148 2.449
C -1.623 4.239 3.362
C -1.060 3.073 2.873
N -0.978 2.785 1.578
H -1.399 2.991 -4.175
H -0.617 0.876 -2.880
H -2.470 5.544 0.362
H -2.609 6.065 2.789
H -1.667 4.414 4.428
H -0.658 2.326 3.544
O -1.683 0.236 2.953
P -3.129 0.118 2.158
O -4.261 0.504 3.013
O -2.848 0.782 0.835
O -3.159 -1.492 1.883
P -1.850 -2.288 1.328
O -1.058 -2.517 2.764
O -2.259 -3.605 0.807
O -0.977 -1.335 0.570
H -1.397 -0.620 3.311
H -1.369 -3.348 3.136
C 1.799 -0.904 -3.705
P 1.871 -0.373 -1.935
C 2.569 1.316 -2.156
C 3.453 -1.233 -1.475
C 3.366 -2.765 -1.431
P 1.726 -3.409 -0.843
C 2.256 -5.169 -0.606
C 1.811 -2.850 0.895
H 2.741 -0.723 -4.235
H 0.998 -0.368 -4.217
H 1.562 -1.969 -3.741
H 3.460 1.318 -2.792
H 2.821 1.724 -1.175
H 1.808 1.967 -2.586
H 3.724 -0.846 -0.488
H 4.246 -0.922 -2.166
H 4.158 -3.166 -0.789
H 3.529 -3.175 -2.434
H 3.101 -5.253 0.084
H 2.539 -5.603 -1.568
H 1.418 -5.746 -0.212
H 2.808 -2.995 1.321
H 1.078 -3.401 1.486
H 1.534 -1.798 0.962
O 1.255 0.703 1.074
N 1.826 1.779 1.412
C 2.980 1.641 2.056
C 3.668 2.827 2.440
N 4.259 3.764 2.761
C 3.580 0.378 2.342
N 4.090 -0.632 2.557

Forces on atoms 1 to 2 (eV/Å):
Mn 0.26 0.65 0.59
S 0.00 0.00 0.00

The Mulliken scheme yields these atomic charges, measured in e:
1. Mn 0.5947
2. S -0.3851
3. C -0.4960
4. C -0.5298
5. C 0.0521
6. C 0.3591
7. C 1.1410
8. C -1.1200
9. C -0.2658
10. C -1.0716
11. C -0.1220
12. N 0.3302
13. H 0.4429
14. H 0.4662
15. H 0.3533
16. H 0.3813
17. H 0.3552
18. H 0.4655
19. O -0.4631
20. P 0.9139
21. O -0.8892
22. O -0.4489
23. O -0.4547
24. P 0.6870
25. O -0.5690
26. O -0.8207
27. O -0.4357
28. H 0.3646
29. H 0.2529
30. C -1.5225
31. P 0.7746
32. C -1.1916
33. C -0.8238
34. C -1.1177
35. P 0.3542
36. C -1.2745
37. C -0.5855
38. H 0.3366
39. H 0.4192
40. H 0.3426
41. H 0.4699
42. H 0.2287
43. H 0.3277
44. H 0.1152
45. H 0.6014
46. H 0.5775
47. H 0.3846
48. H 0.3151
49. H 0.3885
50. H 0.3738
51. H 0.5840
52. H 0.3653
53. H -0.4707
54. O 0.0127
55. N -0.6971
56. C 0.5693
57. C 0.1762
58. N -0.6187
59. C 0.1076
60. N -0.6112